Entry 1:
Computed, not measured: a structure of composition C26H22N5O2PbS3, with the ωB97M-V functional and the def2-TZVPD basis.

Cartesian coordinates (Å):
Pb: 0.20637 -0.07493 -2.53673
N: 2.09927 0.21767 -0.92643
C: 2.54297 1.54977 -1.08493
C: 3.85767 1.93887 -1.08993
C: 4.19407 3.29997 -1.16443
C: 3.22827 4.26967 -1.17273
C: 1.86377 3.90897 -1.18733
C: 0.78657 4.82067 -1.15233
C: -0.50283 4.35447 -1.19803
C: -0.72483 2.98087 -1.37543
N: 0.25487 2.10877 -1.39133
C: 1.52867 2.53267 -1.22073
H: 1.56617 0.13697 -0.01463
H: 2.87177 -0.44033 -0.90403
H: 4.64537 1.20347 -1.02643
H: 5.23597 3.57667 -1.18503
H: 3.49097 5.31557 -1.17953
H: 1.00067 5.87577 -1.07973
H: -1.34213 5.02937 -1.13013
H: -1.72433 2.59097 -1.50593
O: -3.31753 -4.07573 -0.94893
C: -4.10213 -2.99243 -0.87353
C: -5.47543 -3.21533 -0.76483
C: -6.36583 -2.16753 -0.70813
C: -5.90843 -0.85703 -0.78403
C: -4.55903 -0.61603 -0.90663
C: -3.63233 -1.66523 -0.94723
C: -2.22123 -1.36373 -1.20153
O: -1.89753 -0.20913 -1.66313
N: -1.36503 -2.33583 -0.98343
N: -0.06503 -2.12073 -1.33393
C: 0.70497 -3.12903 -1.09503
S: 0.06347 -4.60613 -0.39673
C: 1.57637 -5.57493 -0.74803
C: 2.76377 -4.66703 -0.53593
S: 2.41457 -3.10403 -1.42803
H: -2.38303 -3.78783 -0.99613
H: -5.81003 -4.23893 -0.73253
H: -7.42093 -2.37113 -0.62153
H: -6.60823 -0.03683 -0.75983
H: -4.18453 0.39367 -0.98393
H: 1.52167 -5.92723 -1.77983
H: 1.59357 -6.42683 -0.07033
H: 3.68567 -5.08103 -0.94433
H: 2.90417 -4.42553 0.51937
S: -0.28843 -0.86013 3.59877
C: 0.14177 -0.90853 1.92857
N: 0.78497 0.10597 1.46747
C: 0.98257 1.05857 2.43517
C: 1.62297 2.28607 2.26777
C: 1.73757 3.12867 3.35197
C: 1.24057 2.76247 4.60317
C: 0.60937 1.54977 4.79307
C: 0.47027 0.70577 3.70117
H: -0.13153 -1.75913 1.33287
H: 2.01677 2.55477 1.30067
H: 2.22837 4.08307 3.23417
H: 1.35577 3.43697 5.43667
H: 0.23777 1.26157 5.76257

The gap between HOMO and LUMO is 7.10 eV. The value obtained for the HOMO energy is -10.3 eV. The LUMO energy is -3.15 eV. The value obtained for the energy above the lowest of the compared OMol25 structures with the same formula, charge and spin is 12.7 kcal per mole. Its largest force on an atom is 0.987 eV Å⁻¹. The multiplicity is 1. As for the net charge: +1.

These are the natural (NBO) partial charges, in e, on atoms 1 to 2: 1.38 -0.91

Entry 2:
Computed, not measured: a cluster of 2 separate species, C12H12 in total in a non-equilibrium geometry, with the ωB97M-V functional and the def2-TZVPD basis.

Cartesian coordinates (Å):
C: -1.80051 0.60934 1.88588
C: -1.97013 -0.79903 1.79958
C: -1.62026 -1.46004 0.55349
C: -1.16735 -0.61534 -0.46435
C: -1.03142 0.76244 -0.40008
C: -1.42704 1.38050 0.78033
H: -1.98788 1.07594 2.78051
H: -2.39856 -1.41693 2.57152
H: -1.78778 -2.48781 0.34456
H: -0.83507 -1.06611 -1.41243
H: -0.86539 1.32554 -1.37112
H: -1.52164 2.45561 0.84265
C: 1.48196 0.49624 -2.03689
C: 1.71452 -0.81603 -1.69449
C: 1.84178 -1.36421 -0.30139
C: 1.43835 -0.43477 0.62417
C: 1.33533 0.89202 0.28526
C: 1.35427 1.37775 -1.00703
H: 1.36693 0.69640 -3.17357
H: 1.82908 -1.75336 -2.19709
H: 1.73850 -2.48005 -0.15509
H: 1.06538 -0.52927 1.66608
H: 1.21905 1.54228 1.06913
H: 1.28037 2.46458 -1.11210

The gap between HOMO and LUMO is 9.09 eV. The value obtained for the HOMO energy is -8.1 eV. The LUMO energy is 0.97 eV. The value obtained for the energy above the lowest of the compared OMol25 structures with the same formula, charge and spin is 74.9 kcal per mole. Its SMILES is c1ccccc1.c1ccccc1. Its largest force on an atom is 4.828 eV Å⁻¹. The multiplicity is 1. As for the net charge: 0.

These are the natural (NBO) partial charges, in e, on atoms 1 to 2: -0.23 -0.22

Entry 3:
Computed, not measured: an isolated molecule of C4H7ClS in a non-equilibrium geometry, with the ωB97M-V functional and the def2-TZVPD basis.

Cartesian coordinates (Å):
C: -0.08692 2.16548 -0.37154
C: -0.01020 0.85114 -0.15983
C: 1.21262 0.18552 0.45513
Cl: 2.32404 -0.59564 -0.70567
S: -1.43838 -0.08694 -0.66487
C: -1.16798 -1.77154 -0.04395
H: 0.74683 2.80897 0.05404
H: -1.00304 2.57414 -0.94333
H: 0.87284 -0.59441 1.14749
H: 1.90638 0.88699 0.95118
H: -0.28400 -2.24120 -0.41751
H: -1.99678 -2.43543 -0.37379
H: -1.07541 -1.74707 1.07267

The gap between HOMO and LUMO is 9.23 eV. The value obtained for the HOMO energy is -8.4 eV. The LUMO energy is 0.85 eV. The value obtained for the energy above the lowest of the compared OMol25 structures with the same formula, charge and spin is 11.8 kcal per mole. Its SMILES is C=C(CCl)SC. Its largest force on an atom is 2.180 eV Å⁻¹. The multiplicity is 1. As for the net charge: 0.

These are the natural (NBO) partial charges, in e, on atoms 1 to 2: -0.41 -0.19

Entry 4:
Computed, not measured: a cluster of 6 separate species, C4H22N2O6 in total in a non-equilibrium geometry, with the ωB97M-V functional and the def2-TZVPD basis.

Cartesian coordinates (Å):
N: -1.72042 -1.44516 0.86865
C: -0.88509 -2.31612 0.11108
C: 0.57634 -2.14314 0.35758
C: 1.04344 -0.73544 0.62035
N: 2.47390 -0.50645 0.40646
C: 0.28975 0.35040 -0.45194
O: -0.65972 0.98259 0.30878
H: -1.92505 -1.73016 1.72636
H: -1.66726 -0.43256 0.69581
H: -1.10070 -3.42971 0.40251
H: -1.25356 -2.02007 -0.92612
H: 0.78534 -2.66571 1.30120
H: 1.08405 -2.75558 -0.47889
H: 0.71132 -0.43082 1.63249
H: 2.58105 0.48082 0.58798
H: 2.94618 -1.00038 1.08216
H: 0.85563 0.91396 -1.11401
H: -0.28785 -0.15555 -1.26446
H: -1.26831 1.54266 -0.17121
O: -2.74288 -0.01333 -2.61861
H: -2.88339 -0.04898 -3.47199
H: -3.60919 -0.19468 -2.19453
O: -0.43401 1.90974 2.70744
H: -1.07580 1.22918 2.93307
H: -0.24514 1.93494 1.78865
O: 2.31255 -1.29123 -2.65721
H: 2.19527 -0.94205 -1.69981
H: 3.26169 -1.14516 -2.76775
O: -2.32161 2.09306 -1.30558
H: -1.79425 2.77394 -1.62086
H: -2.30081 1.32249 -1.73335
O: 2.49693 1.89306 2.09115
H: 2.39786 2.60917 1.47978
H: 1.96200 2.28015 2.85695

The gap between HOMO and LUMO is 8.44 eV. The value obtained for the HOMO energy is -8.2 eV. The LUMO energy is 0.27 eV. The value obtained for the energy above the lowest of the compared OMol25 structures with the same formula, charge and spin is 82.0 kcal per mole. Its SMILES is NCC[C@@H](N)CO.O.O.O.O.O. Its largest force on an atom is 7.076 eV Å⁻¹. The multiplicity is 1. As for the net charge: 0.

These are the natural (NBO) partial charges, in e, on atoms 1 to 2: -0.90 -0.21